# C34H38IrN3O2S3Si

A molecular structure, C34H38IrN3O2S3Si at a distorted geometry (ωB97M-V/def2-TZVPD, the Open Molecules 2025 dataset).

Computed properties:
HOMO-LUMO gap (alpha / beta) = 6.40 / 6.75 eV
Net charge = +1
E_tot = -87656.395 eV
F_max = 1.6 eV/Å
Spin multiplicity = 2

Cartesian coordinates (Å):
Ir -0.369 -1.039 -1.798
C -3.254 -4.105 -0.177
C -2.127 -3.500 -0.967
N -2.140 -2.221 -1.233
N -3.281 -1.551 -0.875
C -3.369 -0.334 -1.206
S -2.113 0.557 -1.968
S -4.851 0.592 -0.967
C -5.422 0.019 0.678
C -4.737 0.784 1.774
C -3.430 0.475 2.135
C -2.762 1.220 3.093
C -3.399 2.292 3.705
C -4.703 2.607 3.354
C -5.367 1.859 2.391
C -1.080 -4.364 -1.439
C -1.023 -5.713 -1.028
C -0.051 -6.565 -1.481
C 0.916 -6.091 -2.375
C 0.866 -4.791 -2.812
C -0.138 -3.912 -2.370
O -0.157 -2.704 -2.892
H -3.938 -3.338 0.157
H -2.861 -4.636 0.689
H -3.809 -4.810 -0.796
H -5.241 -1.053 0.719
H -6.492 0.214 0.665
H -2.932 -0.350 1.646
H -1.741 0.970 3.358
H -2.879 2.878 4.452
H -5.201 3.444 3.825
H -6.384 2.112 2.115
H -1.759 -6.094 -0.336
H -0.030 -7.590 -1.140
H 1.709 -6.745 -2.711
H 1.593 -4.390 -3.505
C 4.373 0.296 2.715
Si 4.098 -1.280 1.742
C 4.587 -2.798 2.717
C 5.042 -1.196 0.136
C 2.202 -1.409 1.568
C 1.451 -1.472 2.738
C 0.066 -1.644 2.715
C -0.561 -1.658 1.491
N 0.134 -1.526 0.361
C 1.461 -1.454 0.379
S 2.063 -1.443 -1.249
H 5.432 0.421 2.949
H 3.823 0.299 3.658
H 4.055 1.166 2.136
H 5.669 -2.817 2.870
H 4.309 -3.712 2.188
H 4.113 -2.823 3.700
H 6.108 -1.119 0.364
H 4.762 -0.325 -0.457
H 4.895 -2.085 -0.480
H 1.955 -1.398 3.696
H -0.512 -1.761 3.621
H -1.630 -1.786 1.397
C 1.703 7.201 -0.945
C 1.390 5.803 -1.384
C 1.263 4.772 -0.458
C 0.994 3.470 -0.840
C 0.871 2.416 0.228
C 0.840 3.193 -2.222
C 0.624 1.860 -2.698
O 0.628 0.852 -1.976
C 0.917 4.241 -3.176
C 0.704 4.011 -4.653
C 1.198 5.516 -2.735
H 1.966 7.238 0.110
H 0.839 7.848 -1.105
H 2.529 7.612 -1.527
H 1.383 4.990 0.597
H 0.920 2.880 1.212
H 1.670 1.677 0.146
H -0.075 1.878 0.140
H 0.471 1.740 -3.775
H -0.234 3.493 -4.850
H 1.517 3.426 -5.088
H 0.671 4.964 -5.175
H 1.271 6.320 -3.458

=====

# C34H38N6O6P2Pd

A molecular structure, C34H38N6O6P2Pd at a distorted geometry (ωB97M-V/def2-TZVPD, the Open Molecules 2025 dataset).

Computed properties:
HOMO-LUMO gap (alpha / beta) = 6.70 / 5.66 eV
E_tot = -79143.662 eV
F_max = 3.1 eV/Å
Spin multiplicity = 3

Cartesian coordinates (Å):
Pd 0.282 1.471 -0.618
C -1.451 1.591 -4.366
C -1.419 0.261 -4.204
C -0.598 -0.618 -5.108
C 0.915 -0.288 -5.448
C 1.673 0.428 -4.347
C 1.407 1.704 -3.987
C 0.743 2.689 -4.932
C -0.646 2.274 -5.464
C 1.353 1.176 1.602
H -2.077 2.257 -3.772
H -2.232 -0.237 -3.676
H -1.120 -0.735 -6.091
H -0.600 -1.639 -4.685
H 1.418 -1.252 -5.661
H 0.981 0.255 -6.409
H 2.549 -0.096 -3.928
H 1.744 2.113 -3.030
H 1.417 2.888 -5.795
H 0.620 3.651 -4.395
H -1.174 3.184 -5.819
H -0.567 1.596 -6.335
H 0.700 1.902 2.106
H 2.431 1.503 1.717
H 1.144 0.127 1.939
P 1.815 -0.358 -0.706
P -1.210 -0.721 -0.013
N 3.195 0.686 -1.228
N 2.784 -1.624 0.173
N -2.548 0.447 -0.384
N -2.464 -1.793 0.546
C 0.938 -1.341 -2.001
C -0.507 -1.701 -1.553
C 3.101 2.019 -0.782
C 4.143 2.757 -1.301
C 4.932 1.861 -2.074
C 4.348 0.592 -2.003
C 3.515 -1.383 1.355
C 4.241 -2.539 1.657
C 3.996 -3.491 0.606
C 3.131 -2.896 -0.305
C -2.438 1.797 0.106
C -3.085 2.632 -0.814
C -3.530 1.829 -1.897
C -3.253 0.497 -1.577
C -3.691 -2.081 -0.065
C -4.417 -2.900 0.784
C -3.623 -3.106 1.966
C -2.426 -2.436 1.787
H 1.497 -2.214 -2.352
H 0.844 -0.788 -2.946
H -1.186 -1.637 -2.424
H -0.520 -2.762 -1.260
H 2.308 2.380 -0.129
H 4.286 3.814 -1.111
H 5.814 2.132 -2.634
H 4.633 -0.377 -2.408
H 3.460 -0.432 1.874
H 4.862 -2.714 2.521
H 4.388 -4.493 0.545
H 2.740 -3.253 -1.256
H -2.196 1.999 1.145
H -3.113 3.723 -0.834
H -3.870 2.169 -2.867
H -3.540 -0.392 -2.110
H -3.982 -1.631 -1.003
H -5.409 -3.296 0.575
H -3.933 -3.649 2.850
H -1.568 -2.310 2.436
O -1.677 1.930 3.040
C -1.320 0.742 3.255
O -0.983 -0.156 2.412
C -1.227 0.298 4.725
C -0.739 -0.956 5.164
C -0.676 -1.220 6.548
C -1.044 -0.274 7.503
C -1.532 0.947 7.049
C -1.607 1.245 5.678
N -1.908 1.952 7.996
O -1.784 1.693 9.208
O -2.329 3.049 7.568
N -0.120 -2.488 6.980
O 0.234 -3.321 6.116
O -0.008 -2.704 8.206
H -0.382 -1.726 4.475
H -0.911 -0.451 8.560
H -1.943 2.223 5.332

=====

# C34H39BrHfN4O2P2

A molecular structure, C34H39BrHfN4O2P2 at a distorted geometry (ωB97M-V/def2-TZVPD, the Open Molecules 2025 dataset).

Computed properties:
HOMO-LUMO gap = 1.47 eV
Net charge = +2
E_tot = -135853.527 eV
F_max = 9.3 eV/Å

Cartesian coordinates (Å):
Hf 1.362 4.223 -0.364
C 3.269 2.829 -0.495
C 2.175 2.235 -1.168
C 1.433 1.029 -0.602
C 0.212 1.337 0.298
C 0.219 2.666 1.013
C 1.337 3.150 1.713
C 2.583 2.308 1.960
C 3.697 2.406 0.894
C -0.169 5.603 0.391
H 4.073 3.280 -1.096
H 2.111 2.357 -2.261
H 2.110 0.338 -0.069
H 1.066 0.451 -1.468
H -0.693 1.288 -0.329
H 0.110 0.509 1.020
H -0.771 3.108 1.189
H 1.213 3.973 2.432
H 2.343 1.247 2.148
H 3.022 2.667 2.906
H 4.447 3.137 1.237
H 4.232 1.441 0.860
H 0.194 6.646 0.435
H -0.525 5.352 1.404
H -1.058 5.610 -0.265
P -3.135 -3.124 1.175
P -1.378 -3.689 -1.290
N -2.910 -2.999 2.904
N -4.897 -3.497 1.337
N 0.250 -4.026 -0.728
N -1.126 -4.392 -2.895
C -2.543 -4.876 0.976
C -2.203 -5.164 -0.493
C -2.121 -1.977 3.454
C -1.950 -2.228 4.807
C -2.649 -3.448 5.108
C -3.216 -3.903 3.927
C -5.869 -2.633 0.821
C -7.119 -3.225 0.954
C -6.922 -4.499 1.576
C -5.558 -4.637 1.804
C 1.125 -2.986 -0.386
C 2.273 -3.530 0.162
C 2.113 -4.955 0.170
C 0.868 -5.232 -0.381
C -0.466 -5.559 -3.300
C -0.770 -5.809 -4.631
C -1.673 -4.778 -5.064
C -1.884 -3.936 -3.987
H -3.290 -5.600 1.319
H -1.656 -4.996 1.616
H -1.596 -6.075 -0.570
H -3.113 -5.337 -1.092
H -1.766 -1.182 2.815
H -1.389 -1.622 5.497
H -2.722 -3.928 6.074
H -3.811 -4.784 3.736
H -5.572 -1.682 0.403
H -8.061 -2.804 0.636
H -7.678 -5.237 1.815
H -5.019 -5.458 2.251
H 0.830 -1.963 -0.571
H 3.130 -2.978 0.525
H 2.812 -5.692 0.538
H 0.383 -6.179 -0.549
H 0.172 -6.107 -2.622
H -0.397 -6.631 -5.225
H -2.114 -4.682 -6.043
H -2.496 -3.052 -3.875
Br 5.900 5.881 -0.605
C 5.014 7.391 -1.296
C 5.677 8.599 -1.518
C 5.012 9.669 -2.141
C 3.691 9.516 -2.584
C 3.003 8.329 -2.334
C 3.642 7.306 -1.623
C 2.855 6.151 -1.184
O 2.090 5.472 -2.002
O 2.832 5.753 0.055
H 6.712 8.710 -1.191
H 5.530 10.620 -2.289
H 3.186 10.328 -3.117
H 1.975 8.168 -2.652

=====

# C34H39CaN5O4P2

A molecular structure, C34H39CaN5O4P2 at a distorted geometry (ωB97M-V/def2-TZVPD, the Open Molecules 2025 dataset).

Computed properties:
HOMO-LUMO gap = 6.59 eV
E_tot = -88541.139 eV
F_max = 4.1 eV/Å

Cartesian coordinates (Å):
Ca -3.331 0.778 2.795
C 1.996 0.928 3.444
C 1.738 1.439 2.231
C 1.335 0.690 0.976
C 0.253 -0.419 1.085
C 0.756 -1.792 1.353
C 1.801 -2.072 2.160
C 3.017 -1.233 2.495
C 2.811 -0.292 3.698
C -3.792 -1.234 3.520
H 1.613 1.415 4.365
H 1.462 2.503 2.159
H 2.213 0.264 0.479
H 0.945 1.455 0.275
H -0.497 -0.131 1.859
H -0.307 -0.373 0.121
H 0.222 -2.644 0.849
H 1.854 -3.070 2.632
H 3.411 -0.653 1.647
H 3.818 -1.944 2.773
H 2.403 -0.862 4.541
H 3.809 0.046 4.013
H -3.686 -1.193 4.607
H -2.825 -1.531 3.060
H -4.596 -1.918 3.228
P -0.679 -1.418 -3.427
P 0.089 1.951 -3.311
N 0.413 -2.811 -3.317
N -1.618 -2.152 -4.806
N 1.902 2.012 -3.249
N -0.096 3.478 -4.219
C 0.507 -0.529 -4.560
C 0.062 0.906 -4.867
C 0.517 -3.695 -2.240
C 1.367 -4.746 -2.586
C 1.795 -4.512 -3.937
C 1.218 -3.313 -4.344
C -2.992 -2.371 -4.707
C -3.473 -2.798 -5.944
C -2.357 -2.857 -6.843
C -1.241 -2.462 -6.115
C 2.649 1.951 -2.064
C 3.994 1.739 -2.377
C 4.104 1.749 -3.803
C 2.817 1.860 -4.304
C 0.818 4.167 -5.024
C 0.201 5.288 -5.569
C -1.171 5.257 -5.147
C -1.339 4.117 -4.370
H 0.627 -1.012 -5.541
H 1.505 -0.546 -4.091
H 0.701 1.311 -5.679
H -0.973 0.935 -5.259
H 0.010 -3.478 -1.312
H 1.642 -5.583 -1.956
H 2.423 -5.134 -4.556
H 1.354 -2.756 -5.257
H -3.496 -2.187 -3.772
H -4.497 -3.044 -6.172
H -2.360 -3.156 -7.886
H -0.213 -2.358 -6.437
H 2.181 2.130 -1.104
H 4.794 1.594 -1.667
H 5.007 1.708 -4.413
H 2.484 1.871 -5.339
H 1.823 3.802 -5.135
H 0.679 6.032 -6.192
H -1.933 5.985 -5.384
H -2.217 3.693 -3.909
O -3.533 1.486 4.902
C -2.439 0.928 5.357
O -1.560 0.516 4.507
C -2.302 0.750 6.849
C -1.279 -0.061 7.397
C -1.129 -0.199 8.783
C -1.910 0.571 9.655
C -2.936 1.385 9.117
C -3.121 1.478 7.740
N -1.659 0.561 11.068
O -0.949 -0.310 11.611
O -2.211 1.467 11.765
H -0.616 -0.611 6.725
H -0.359 -0.843 9.203
H -3.543 1.969 9.803
H -3.906 2.135 7.346

=====

# C34H39F3N5OPReS

A molecular structure, C34H39F3N5OPReS at a distorted geometry (ωB97M-V/def2-TZVPD, the Open Molecules 2025 dataset).

Computed properties:
HOMO-LUMO gap (alpha / beta) = 5.11 / 4.20 eV
Net charge = +2
E_tot = -75782.376 eV
F_max = 1.4 eV/Å
Spin multiplicity = 4

Cartesian coordinates (Å):
Re -0.126 1.981 0.292
F -3.390 5.914 0.214
C -2.289 6.568 0.624
F -2.665 7.665 1.268
F -1.602 6.925 -0.470
C -1.462 5.665 1.509
C -1.158 5.985 2.825
C -0.406 5.099 3.590
C -0.026 3.892 3.042
N -0.335 3.578 1.779
C -0.990 4.462 1.004
S -1.076 3.900 -0.655
H -1.501 6.924 3.238
H -0.119 5.350 4.601
H 0.539 3.158 3.600
C 1.647 -1.181 -0.912
C 0.278 -1.114 -1.596
C 0.286 -1.970 -2.860
C -0.825 -1.648 -0.670
P -0.145 0.710 -1.862
C -1.873 0.674 -2.424
C -2.215 0.286 -3.720
C -3.545 0.259 -4.109
C -4.547 0.601 -3.212
C -4.221 0.968 -1.915
C -2.891 1.006 -1.532
C 0.868 1.565 -3.234
C 1.381 0.587 -4.290
C -0.009 2.645 -3.879
C 2.085 2.248 -2.601
H 1.869 -2.214 -0.640
H 1.677 -0.580 -0.003
H 2.438 -0.830 -1.578
H 0.272 -3.016 -2.545
H 1.177 -1.818 -3.463
H -0.600 -1.812 -3.474
H -0.520 -2.614 -0.261
H -1.759 -1.785 -1.215
H -1.018 -0.979 0.169
H -1.452 0.012 -4.434
H -3.795 -0.024 -5.122
H -5.583 0.582 -3.524
H -5.000 1.227 -1.210
H -2.645 1.300 -0.512
H 0.604 -0.028 -4.740
H 2.160 -0.062 -3.889
H 1.831 1.173 -5.094
H -0.773 2.237 -4.535
H 0.632 3.297 -4.477
H -0.498 3.275 -3.137
H 2.697 1.551 -2.030
H 1.789 3.076 -1.957
H 2.709 2.659 -3.396
N 3.004 2.153 0.806
C 1.889 2.060 0.509
C 1.438 -5.864 -0.909
C 1.444 -5.251 0.459
C 2.255 -4.164 0.770
C 2.278 -3.608 2.040
C 1.493 -4.149 3.059
N 1.505 -3.683 4.391
C 2.195 -2.607 4.928
O 2.759 -2.638 5.985
N 2.121 -1.443 4.140
C 0.959 -0.966 3.564
C -0.313 -1.390 3.965
C -1.429 -0.827 3.373
C -1.266 0.107 2.371
N -0.049 0.484 1.946
C 1.040 -0.019 2.547
C 0.684 -5.247 2.758
C 0.656 -5.778 1.484
H 1.923 -5.223 -1.645
H 0.424 -6.090 -1.240
H 1.975 -6.816 -0.898
H 2.913 -3.761 0.009
H 2.951 -2.789 2.248
H 1.303 -4.385 5.087
H 2.858 -0.777 4.326
H -0.423 -2.134 4.741
H -2.424 -1.099 3.695
H -2.134 0.551 1.892
H 2.002 0.338 2.205
H 0.074 -5.687 3.539
H 0.018 -6.628 1.275

=====

# C34H39N4

A gas-phase ion, C34H39N4 (charge +1) at a distorted geometry (ωB97M-V/def2-TZVPD, the Open Molecules 2025 dataset).

Computed properties:
HOMO-LUMO gap = 6.62 eV
Net charge = +1
E_tot = -41842.841 eV
F_max = 3.1 eV/Å
Structure (SMILES) = CN1CCC[N+](C)=C1CC(c1ccc(N(C)c2ccccc2)cc1)c1ccc(N(C)c2ccccc2)cc1

Cartesian coordinates (Å):
C 2.534 0.786 2.569
N 1.337 0.186 3.153
C 1.465 -1.254 3.371
C 0.344 -1.816 4.182
C -0.897 -1.390 3.472
N -0.968 0.066 3.394
C -2.298 0.561 3.076
C 0.128 0.820 3.101
C -0.051 2.235 2.669
C -0.360 3.223 1.150
C -0.550 4.700 1.396
C -1.792 5.377 1.375
C -1.820 6.764 1.428
C -0.652 7.540 1.646
N -0.713 8.917 1.496
C 0.428 9.815 1.735
C -1.809 9.521 0.837
C -1.536 10.416 -0.215
C -2.568 11.201 -0.744
C -3.853 11.097 -0.195
C -4.142 10.203 0.832
C -3.124 9.372 1.316
C 0.581 6.855 1.933
C 0.606 5.467 1.728
C 0.506 2.930 -0.037
C 1.097 1.659 -0.099
C 1.865 1.257 -1.182
C 1.815 2.003 -2.375
N 2.569 1.509 -3.469
C 4.006 1.679 -3.292
C 2.079 1.497 -4.803
C 2.691 2.314 -5.773
C 2.208 2.297 -7.086
C 1.219 1.382 -7.439
C 0.696 0.477 -6.510
C 1.085 0.570 -5.174
C 1.175 3.266 -2.395
C 0.610 3.753 -1.217
H 2.664 1.845 2.844
H 3.421 0.259 2.947
H 2.547 0.716 1.464
H 1.459 -1.767 2.399
H 2.439 -1.424 3.825
H 0.403 -2.903 4.178
H 0.363 -1.488 5.224
H -0.880 -1.808 2.455
H -1.807 -1.737 3.956
H -2.472 1.558 3.506
H -2.461 0.613 1.980
H -3.047 -0.111 3.529
H -0.964 2.644 3.188
H 0.915 2.812 2.799
H -1.330 2.659 1.092
H -2.758 4.865 1.225
H -2.788 7.248 1.241
H 1.038 9.429 2.566
H 1.017 9.950 0.805
H -0.011 10.797 1.997
H -0.494 10.508 -0.551
H -2.314 11.890 -1.547
H -4.622 11.749 -0.570
H -5.115 10.137 1.312
H -3.311 8.657 2.119
H 1.524 7.380 2.199
H 1.590 5.001 1.805
H 0.886 0.934 0.686
H 2.422 0.312 -1.226
H 4.534 0.960 -3.936
H 4.266 2.715 -3.580
H 4.213 1.490 -2.228
H 3.533 2.949 -5.457
H 2.651 3.013 -7.782
H 0.886 1.373 -8.464
H 0.003 -0.297 -6.797
H 0.707 -0.090 -4.392
H 1.102 3.894 -3.314
H 0.092 4.730 -1.291

=====

> Which value of F_max does entry 2 give?

3.1 eV/Å

=====

> Which formula does entry 2 have?

C34H38N6O6P2Pd